(1)
ORCA calculation (ωB97M-V with the def2-TZVPD basis set) on C41H44N7OSSc as an isolated structure.

```
95
Properties=species:S:1:pos:R:3
Sc 0.456 1.294 -1.821
C -2.908 1.516 -0.232
C -2.231 2.390 0.828
C -0.833 2.896 0.474
N 0.124 1.821 0.238
C 0.949 1.359 1.154
C 0.945 1.815 2.494
C 1.655 1.425 3.611
C 2.590 0.414 3.784
C 3.037 -0.437 2.787
C 2.762 -0.447 1.431
C 1.956 0.385 0.618
N 1.995 0.312 -0.698
C 2.971 -0.534 -1.363
C 2.990 -0.318 -2.879
C 1.807 -0.909 -3.644
N 0.585 -0.164 -3.406
C -0.578 -0.595 -3.884
C -0.689 -1.808 -4.595
C -1.766 -2.492 -5.138
C -3.100 -2.150 -5.212
C -3.641 -0.959 -4.746
C -3.051 0.090 -4.078
C -1.738 0.305 -3.591
N -1.429 1.367 -2.870
C -2.372 2.452 -2.617
C -3.407 2.209 -1.504
H -3.768 1.042 0.247
H -2.255 0.690 -0.523
H -2.171 1.819 1.760
H -2.869 3.254 1.039
H -0.475 3.597 1.233
H -0.870 3.487 -0.447
H 0.224 2.597 2.689
H 1.416 1.993 4.505
H 2.991 0.274 4.780
H 3.738 -1.204 3.102
H 3.299 -1.210 0.884
H 2.773 -1.598 -1.156
H 3.972 -0.318 -0.971
H 3.897 -0.791 -3.264
H 3.085 0.752 -3.096
H 1.705 -1.966 -3.353
H 2.036 -0.906 -4.718
H 0.255 -2.316 -4.743
H -1.501 -3.444 -5.587
H -3.771 -2.848 -5.694
H -4.703 -0.827 -4.928
H -3.735 0.892 -3.838
H -2.897 2.721 -3.541
H -1.763 3.327 -2.372
H -4.223 1.607 -1.909
H -3.849 3.179 -1.250
C 1.769 -4.035 8.596
C 0.862 -3.285 7.661
C -0.511 -3.226 7.881
C -1.353 -2.569 6.999
C -0.832 -1.926 5.881
N -1.707 -1.222 5.021
C -1.693 -1.141 3.649
O -2.380 -0.325 3.065
N -0.908 -2.084 3.023
C -0.693 -2.195 1.645
C -0.231 -3.398 1.125
C 0.035 -3.478 -0.230
C -0.167 -2.358 -1.021
N -0.608 -1.201 -0.531
C -0.874 -1.127 0.769
C 0.543 -1.949 5.664
C 1.368 -2.637 6.539
H 1.296 -4.187 9.565
H 2.704 -3.499 8.755
H 2.020 -5.018 8.192
H -0.934 -3.712 8.752
H -2.421 -2.552 7.173
H -2.400 -0.621 5.435
H -0.517 -2.813 3.598
H -0.084 -4.255 1.772
H 0.390 -4.399 -0.672
H 0.027 -2.390 -2.084
H -1.237 -0.186 1.145
H 0.974 -1.409 4.831
H 2.436 -2.643 6.353
S 1.734 3.396 -2.210
C 1.550 3.837 -3.921
C 0.893 3.046 -4.865
C 0.795 3.451 -6.188
C 1.350 4.652 -6.605
C 2.007 5.445 -5.676
C 2.105 5.044 -4.353
H 0.453 2.101 -4.575
H 0.279 2.814 -6.897
H 1.272 4.964 -7.638
H 2.448 6.386 -5.979
H 2.620 5.670 -3.636
```

* max |F|: 0.391 eV Å⁻¹
* E: -3206.352570 Eh
* LUMO energy: 0.0037 Ha
* orbital gap: 7.15 eV
* 2S+1: 1

---

(2)
ORCA calculation (ωB97M-V with the def2-TZVPD basis set) on C41H45F5Ge2OS4SbSe2Tc as an isolated structure.

```
102
Properties=species:S:1:pos:R:3
Tc -0.161 0.458 -1.020
O 5.975 2.257 -4.336
C 4.899 2.263 -3.770
S 3.483 3.143 -4.345
C 2.411 2.722 -3.021
C 2.887 1.892 -2.073
S 2.118 1.213 -0.652
S 4.552 1.381 -2.289
S 0.817 3.441 -3.067
C -0.010 -0.268 0.902
C 0.142 -0.559 2.082
C 0.309 -0.905 3.467
C -0.731 -0.717 4.387
C -0.564 -1.021 5.732
C 0.643 -1.530 6.195
C 1.682 -1.729 5.292
C 1.521 -1.422 3.948
H -1.673 -0.325 4.026
H -1.384 -0.860 6.422
H 0.772 -1.769 7.244
H 2.630 -2.123 5.638
H 2.333 -1.563 3.245
Se -0.597 1.698 -3.095
F -5.397 -4.098 2.320
C -4.744 -3.196 1.570
C -3.428 -3.394 1.224
F -2.801 -4.504 1.640
C -2.767 -2.457 0.445
F -1.502 -2.738 0.153
C -3.376 -1.307 -0.028
Se -2.588 0.005 -1.198
C -4.701 -1.147 0.347
F -5.404 -0.067 -0.035
C -5.384 -2.063 1.128
F -6.672 -1.853 1.461
C -3.888 3.267 0.342
C -2.882 3.078 1.481
C -3.179 1.816 2.296
Sb -0.859 2.980 0.719
C 0.082 3.007 2.681
C -0.320 4.169 3.590
C 1.604 2.883 2.575
C -0.731 5.055 0.097
C 0.722 5.535 0.175
C -1.674 6.035 0.796
H -4.890 3.475 0.743
H -3.953 2.366 -0.268
H -3.621 4.092 -0.326
H -2.914 3.951 2.140
H -3.054 0.920 1.681
H -4.214 1.824 2.667
H -2.516 1.720 3.161
H -0.295 2.073 3.110
H 0.014 5.128 3.186
H 0.154 4.054 4.577
H -1.402 4.227 3.750
H 2.053 3.777 2.133
H 1.902 2.032 1.964
H 2.040 2.751 3.576
H -1.012 4.986 -0.956
H 1.014 5.728 1.212
H 0.852 6.471 -0.383
H 1.421 4.806 -0.243
H -1.464 6.116 1.864
H -2.723 5.756 0.687
H -1.555 7.040 0.365
C 2.692 -4.785 -1.218
Ge 1.889 -3.214 -0.344
C 0.848 -3.957 1.138
C 3.390 -2.302 0.553
Ge 0.768 -1.672 -1.898
C -0.498 -2.754 -2.991
C -0.721 -4.118 -2.776
C -1.623 -4.843 -3.551
C -2.325 -4.213 -4.570
C -2.127 -2.855 -4.796
C -1.234 -2.136 -4.009
C 2.246 -1.341 -3.221
C 3.570 -1.724 -2.980
C 4.601 -1.418 -3.867
C 4.336 -0.694 -5.019
C 3.029 -0.295 -5.280
C 2.004 -0.619 -4.397
H 3.156 -5.408 -0.445
H 3.457 -4.482 -1.936
H 1.947 -5.383 -1.750
H 1.542 -4.439 1.836
H 0.109 -4.689 0.803
H 0.326 -3.150 1.654
H 3.463 -2.661 1.584
H 3.225 -1.220 0.562
H 4.341 -2.499 0.050
H -0.194 -4.629 -1.976
H -1.780 -5.898 -3.354
H -3.027 -4.773 -5.178
H -2.680 -2.349 -5.578
H -1.126 -1.071 -4.178
H 3.823 -2.262 -2.077
H 5.617 -1.724 -3.639
H 5.140 -0.419 -5.693
H 2.808 0.292 -6.164
H 1.000 -0.279 -4.624
```

* <S²>: 2.028
* max |F|: 1.112 eV Å⁻¹
* E: -13034.477423 Eh
* LUMO energy (alpha / beta): 0.1509 / 0.1509 Ha
* orbital gap (alpha / beta): 6.26 / 6.23 eV
* 2S+1: 3
* charge: -2

---

(3)
ORCA calculation (ωB97M-V with the def2-TZVPD basis set) on C41H46CdN5OS3Si as an isolated structure.

```
98
Properties=species:S:1:pos:R:3
Cd 0.597 -0.277 -0.376
C -0.365 2.662 1.901
N 0.702 2.379 0.957
C 0.639 3.266 -0.204
C -0.346 2.879 -1.334
N -0.704 1.458 -1.506
C -2.047 1.187 -0.934
C -0.721 1.061 -2.916
C -1.433 1.888 -3.788
C -1.570 1.613 -5.134
C -0.970 0.465 -5.641
C -0.259 -0.360 -4.796
C -0.121 -0.114 -3.412
S 0.771 -1.348 -2.534
C 1.982 2.205 1.526
C 2.202 2.400 2.834
C 3.465 1.947 3.485
C 4.713 1.835 2.561
C 4.373 1.875 1.100
C 3.114 1.794 0.629
S 2.798 1.145 -0.968
H -0.237 3.640 2.389
H -0.407 1.889 2.668
H -1.313 2.675 1.370
H 1.632 3.331 -0.631
H 0.359 4.272 0.140
H 0.119 3.229 -2.252
H -1.270 3.451 -1.198
H -2.303 0.137 -1.099
H -2.808 1.837 -1.387
H -2.036 1.352 0.144
H -1.906 2.780 -3.391
H -2.142 2.275 -5.774
H -1.066 0.214 -6.691
H 0.212 -1.257 -5.181
H 1.428 2.776 3.489
H 3.641 2.536 4.385
H 5.547 2.485 2.836
H 5.192 1.682 0.416
C -2.337 -0.536 4.227
N -0.912 -0.270 4.307
C -0.257 0.393 5.325
C 1.040 0.441 5.006
N 1.201 -0.223 3.786
C -0.037 -0.640 3.330
S -0.547 -1.400 1.934
C 2.462 -0.388 3.154
C 3.578 0.396 3.785
C 4.908 0.332 3.000
C 4.912 -0.668 1.884
C 3.808 -1.296 1.514
N 2.540 -1.095 2.114
H -2.778 -0.352 5.205
H -2.501 -1.569 3.929
H -2.807 0.103 3.479
H -0.772 0.791 6.183
H 1.855 0.891 5.540
H 3.679 0.151 4.843
H 5.778 0.166 3.638
H 5.842 -0.855 1.361
H 3.795 -1.994 0.689
C -5.229 -4.289 0.398
C -3.998 -3.377 0.448
C -2.818 -4.207 0.977
C -4.272 -2.233 1.438
Si -3.359 -2.539 -1.170
O -2.041 -1.732 -0.882
C -4.698 -1.370 -1.904
C -4.257 -0.528 -2.937
C -5.097 0.395 -3.544
C -6.423 0.502 -3.139
C -6.893 -0.330 -2.131
C -6.038 -1.247 -1.525
C -3.192 -3.792 -2.601
C -2.214 -3.495 -3.558
C -2.050 -4.266 -4.702
C -2.858 -5.377 -4.914
C -3.834 -5.696 -3.979
C -3.999 -4.908 -2.844
H -5.495 -4.611 1.415
H -5.035 -5.195 -0.179
H -6.106 -3.798 -0.030
H -3.045 -4.617 1.972
H -1.920 -3.593 1.049
H -2.594 -5.043 0.306
H -4.548 -2.635 2.426
H -5.090 -1.589 1.099
H -3.380 -1.610 1.551
H -3.224 -0.600 -3.272
H -4.716 1.027 -4.340
H -7.083 1.224 -3.604
H -7.930 -0.269 -1.820
H -6.438 -1.877 -0.738
H -1.561 -2.642 -3.386
H -1.294 -4.001 -5.433
H -2.734 -5.982 -5.804
H -4.474 -6.558 -4.136
H -4.793 -5.166 -2.153
```

* max |F|: 0.773 eV Å⁻¹
* E: -3590.842563 Eh
* LUMO energy: 0.0724 Ha
* orbital gap: 6.12 eV
* 2S+1: 1
* charge: -1

---

(4)
ORCA calculation (ωB97M-V with the def2-TZVPD basis set) on C41H47B2BrF4N10W as an isolated structure.

```
106
Properties=species:S:1:pos:R:3
W 0.026 0.009 0.093
C 1.142 -5.717 0.694
C 0.483 -4.604 -0.043
C -0.455 -4.668 -1.050
C -0.726 -3.345 -1.396
N 0.012 -2.504 -0.647
N 0.730 -3.299 0.185
B 1.703 -2.675 1.162
N 0.963 -1.950 2.298
N 0.685 -0.618 2.201
C 0.252 -0.239 3.439
C 0.206 -1.341 4.271
C 0.670 -2.411 3.519
C 0.845 -3.825 3.942
C 0.027 1.140 3.922
C -1.203 1.485 4.479
C -1.399 2.751 5.008
C -0.371 3.683 4.993
C 0.873 3.331 4.486
C 1.073 2.059 3.968
N 2.604 -1.648 0.415
N 2.149 -0.715 -0.488
C 3.256 -0.239 -1.108
C 4.393 -0.830 -0.582
C 3.945 -1.723 0.374
C 4.757 -2.659 1.201
C 3.286 0.653 -2.289
C 2.875 0.154 -3.524
C 2.976 0.937 -4.664
C 3.493 2.224 -4.580
C 3.933 2.717 -3.359
C 3.843 1.931 -2.219
C -1.685 -2.953 -2.457
C -1.256 -2.842 -3.782
C -2.148 -2.459 -4.774
C -3.472 -2.192 -4.450
C -3.910 -2.324 -3.139
C -3.022 -2.708 -2.144
H 0.815 -6.666 0.276
H 0.879 -5.707 1.751
H 2.227 -5.666 0.615
H -0.888 -5.547 -1.492
H 2.395 -3.519 1.627
H -0.047 -1.343 5.316
H 0.898 -3.879 5.027
H 1.746 -4.269 3.525
H -0.013 -4.416 3.617
H -2.003 0.756 4.490
H -2.355 3.008 5.443
H -0.526 4.669 5.409
H 1.695 4.031 4.532
H 2.073 1.765 3.666
H 5.406 -0.677 -0.910
H 5.811 -2.433 1.061
H 4.587 -3.694 0.906
H 4.519 -2.568 2.259
H 2.515 -0.866 -3.587
H 2.674 0.537 -5.623
H 3.579 2.832 -5.470
H 4.372 3.704 -3.299
H 4.232 2.295 -1.276
H -0.226 -3.070 -4.028
H -1.815 -2.387 -5.800
H -4.168 -1.902 -5.225
H -4.947 -2.142 -2.894
H -3.361 -2.826 -1.122
C -0.001 1.941 -2.653
C -0.357 0.561 -3.150
N -0.762 -0.209 -1.959
C -1.702 0.398 -1.138
C -1.300 1.594 1.208
N 1.319 1.380 0.930
C 1.654 2.729 0.571
C 0.884 3.056 -0.680
N 0.659 1.751 -1.341
H -0.863 2.591 -2.519
H 0.702 2.432 -3.330
H 0.472 0.052 -3.630
H -1.204 0.576 -3.839
H -0.954 -1.181 -2.201
H -2.493 -0.254 -0.782
H -1.985 1.408 -1.392
H -1.618 0.861 1.946
H -0.664 2.314 1.715
H 1.800 1.033 1.751
H 2.742 2.774 0.431
H 1.427 3.393 1.415
H 1.439 3.718 -1.347
H -0.090 3.492 -0.474
H 1.590 1.400 -1.579
F -1.368 -1.045 0.885
B -3.117 -1.924 2.120
F -2.451 -3.019 2.411
F -3.923 -1.893 1.076
F -3.104 -0.898 2.954
Br -2.349 5.436 -1.938
C -2.735 4.377 -0.404
C -3.431 5.026 0.657
C -3.635 4.283 1.827
C -3.212 2.991 1.893
C -2.568 2.314 0.719
N -2.313 3.171 -0.421
H -3.757 6.047 0.548
H -4.128 4.743 2.674
H -3.369 2.400 2.784
H -3.288 1.548 0.386
```

* <S²>: 2.045
* max |F|: 0.477 eV Å⁻¹
* E: -5228.123975 Eh
* LUMO energy (alpha / beta): -0.2277 / -0.2808 Ha
* orbital gap (alpha / beta): 6.31 / 6.18 eV
* 2S+1: 3
* charge: +2

---

What did the third record say?
ORCA calculation (ωB97M-V with the def2-TZVPD basis set) on C41H46CdN5OS3Si as an isolated structure.

```
98
Properties=species:S:1:pos:R:3
Cd 0.597 -0.277 -0.376
C -0.365 2.662 1.901
N 0.702 2.379 0.957
C 0.639 3.266 -0.204
C -0.346 2.879 -1.334
N -0.704 1.458 -1.506
C -2.047 1.187 -0.934
C -0.721 1.061 -2.916
C -1.433 1.888 -3.788
C -1.570 1.613 -5.134
C -0.970 0.465 -5.641
C -0.259 -0.360 -4.796
C -0.121 -0.114 -3.412
S 0.771 -1.348 -2.534
C 1.982 2.205 1.526
C 2.202 2.400 2.834
C 3.465 1.947 3.485
C 4.713 1.835 2.561
C 4.373 1.875 1.100
C 3.114 1.794 0.629
S 2.798 1.145 -0.968
H -0.237 3.640 2.389
H -0.407 1.889 2.668
H -1.313 2.675 1.370
H 1.632 3.331 -0.631
H 0.359 4.272 0.140
H 0.119 3.229 -2.252
H -1.270 3.451 -1.198
H -2.303 0.137 -1.099
H -2.808 1.837 -1.387
H -2.036 1.352 0.144
H -1.906 2.780 -3.391
H -2.142 2.275 -5.774
H -1.066 0.214 -6.691
H 0.212 -1.257 -5.181
H 1.428 2.776 3.489
H 3.641 2.536 4.385
H 5.547 2.485 2.836
H 5.192 1.682 0.416
C -2.337 -0.536 4.227
N -0.912 -0.270 4.307
C -0.257 0.393 5.325
C 1.040 0.441 5.006
N 1.201 -0.223 3.786
C -0.037 -0.640 3.330
S -0.547 -1.400 1.934
C 2.462 -0.388 3.154
C 3.578 0.396 3.785
C 4.908 0.332 3.000
C 4.912 -0.668 1.884
C 3.808 -1.296 1.514
N 2.540 -1.095 2.114
H -2.778 -0.352 5.205
H -2.501 -1.569 3.929
H -2.807 0.103 3.479
H -0.772 0.791 6.183
H 1.855 0.891 5.540
H 3.679 0.151 4.843
H 5.778 0.166 3.638
H 5.842 -0.855 1.361
H 3.795 -1.994 0.689
C -5.229 -4.289 0.398
C -3.998 -3.377 0.448
C -2.818 -4.207 0.977
C -4.272 -2.233 1.438
Si -3.359 -2.539 -1.170
O -2.041 -1.732 -0.882
C -4.698 -1.370 -1.904
C -4.257 -0.528 -2.937
C -5.097 0.395 -3.544
C -6.423 0.502 -3.139
C -6.893 -0.330 -2.131
C -6.038 -1.247 -1.525
C -3.192 -3.792 -2.601
C -2.214 -3.495 -3.558
C -2.050 -4.266 -4.702
C -2.858 -5.377 -4.914
C -3.834 -5.696 -3.979
C -3.999 -4.908 -2.844
H -5.495 -4.611 1.415
H -5.035 -5.195 -0.179
H -6.106 -3.798 -0.030
H -3.045 -4.617 1.972
H -1.920 -3.593 1.049
H -2.594 -5.043 0.306
H -4.548 -2.635 2.426
H -5.090 -1.589 1.099
H -3.380 -1.610 1.551
H -3.224 -0.600 -3.272
H -4.716 1.027 -4.340
H -7.083 1.224 -3.604
H -7.930 -0.269 -1.820
H -6.438 -1.877 -0.738
H -1.561 -2.642 -3.386
H -1.294 -4.001 -5.433
H -2.734 -5.982 -5.804
H -4.474 -6.558 -4.136
H -4.793 -5.166 -2.153
```

* max |F|: 0.773 eV Å⁻¹
* E: -3590.842563 Eh
* LUMO energy: 0.0724 Ha
* orbital gap: 6.12 eV
* 2S+1: 1
* charge: -1